274
Properties=species:S:1:pos:R:3:forces:R:3 method="wB97M-V/def2-TZVPD" total_energy_ev=-238394.4144 total_charge=0 max_force_ev_per_a=4.23
C 8.5391 -25.9820 26.1340 0.1 -0.6 -0.4
C 9.2950 -24.9371 26.9169 0.3 -1.3 -0.2
O 8.3794 -24.0226 27.3646 -1.8 3.1 1.2
P 8.7709 -22.8247 28.3802 0.5 0.8 -0.2
O 10.1797 -22.8508 28.8299 -0.9 0.1 -0.9
O 7.7478 -23.0594 29.5741 0.4 1.6 -0.7
C 7.5396 -24.3038 30.1606 -2.1 -2.1 -0.1
C 6.0644 -24.6788 29.9256 0.5 -0.2 0.1
O 8.2095 -21.4071 27.7178 0.6 -2.4 2.0
C 8.7666 -20.8247 26.5488 -0.8 -0.6 -2.0
C 8.0915 -21.5040 25.3275 0.3 0.0 -0.2
H 7.7435 -26.4754 26.6922 0.3 -0.1 0.6
H 7.9914 -25.6707 25.2445 0.5 0.5 -0.3
H 9.3039 -26.7091 25.8612 -0.3 -0.4 -0.3
H 9.6882 -25.4181 27.8125 0.8 -0.1 -0.3
H 10.0620 -24.4350 26.3274 0.3 -0.3 0.0
H 8.0983 -25.1583 29.7787 0.8 0.5 -0.2
H 7.6111 -24.3060 31.2482 0.7 0.6 -0.1
H 5.7893 -24.8481 28.8846 0.2 0.7 -0.2
H 5.8815 -25.6671 30.3474 -0.2 0.2 0.7
H 5.5266 -23.8672 30.4156 -0.7 -0.4 -0.3
H 8.4826 -19.7725 26.5328 0.1 0.0 0.4
H 9.8506 -20.8905 26.4551 0.0 -0.2 0.5
H 8.3885 -21.0733 24.3712 0.2 0.4 0.1
H 8.3441 -22.5593 25.2240 0.1 -0.1 0.3
H 7.0048 -21.4463 25.3903 -0.1 0.1 0.2
C 7.6584 -17.7116 17.6482 0.0 0.1 -0.1
C 8.2038 -19.0401 17.1226 -0.9 1.1 -1.1
O 9.3860 -19.4092 17.7453 1.9 -2.7 2.2
P 9.6139 -20.8933 18.4853 -0.6 2.3 -0.3
O 10.9258 -20.8834 19.1902 -1.7 -0.3 -0.8
O 8.2523 -21.0223 19.3928 1.1 -0.6 -2.6
C 8.1148 -20.5130 20.7320 1.4 0.8 -0.3
C 6.6632 -20.3791 21.0962 0.4 -1.5 0.5
O 9.4595 -21.9494 17.2374 0.1 4.0 1.3
C 9.1038 -23.2464 17.4307 -1.1 -3.5 0.6
C 10.1425 -24.1424 16.8022 0.7 0.4 0.4
H 6.7254 -17.4603 17.1437 -0.4 -0.5 0.1
H 7.5009 -17.8049 18.7227 -0.2 0.1 0.1
H 8.2213 -16.7986 17.4542 0.7 -0.3 0.1
H 7.3898 -19.7534 17.2515 0.2 -0.4 -0.1
H 8.5132 -18.9667 16.0800 -0.7 0.0 -0.3
H 8.7473 -21.2176 21.2720 -0.7 0.1 1.0
H 8.6160 -19.5506 20.8359 0.1 0.1 -0.3
H 6.6640 -20.1548 22.1629 -0.3 0.2 0.0
H 6.0231 -19.6995 20.5336 0.5 0.2 -0.1
H 6.2741 -21.3925 20.9972 -0.5 0.0 0.0
H 8.9611 -23.5032 18.4804 0.3 0.1 0.3
H 8.1410 -23.5087 16.9922 -0.3 0.6 -0.3
H 11.0712 -23.8322 17.2810 0.4 -0.1 -0.3
H 10.0285 -25.2070 17.0066 -0.4 0.1 -0.1
H 10.1879 -23.9372 15.7326 0.1 -0.2 0.0
C 17.4111 -22.8873 15.4714 0.5 0.1 -0.3
C 16.3400 -22.3307 14.5237 1.9 0.5 0.2
O 15.1704 -23.0855 14.6681 -3.2 0.9 -0.2
P 13.7730 -22.3559 14.0819 0.4 0.9 0.9
O 13.9921 -21.0808 13.3300 -0.1 -2.0 1.0
O 13.1235 -23.5139 13.2135 0.2 2.6 0.8
C 12.6286 -24.7201 13.7361 0.7 -1.5 -0.9
C 13.7502 -25.7603 13.5432 -0.7 -1.1 0.4
O 12.7710 -22.1796 15.3929 0.6 -1.5 -2.3
C 13.1202 -21.4042 16.5184 1.3 1.8 0.2
C 12.9937 -19.8817 16.2384 -0.3 -0.5 0.3
H 17.8114 -23.8674 15.2120 -0.7 -0.3 0.2
H 18.3317 -22.3050 15.5108 -0.1 0.6 -0.5
H 17.0591 -22.7917 16.4985 -0.3 -0.6 -0.1
H 16.2660 -21.2853 14.8230 -0.7 0.1 -0.1
H 16.5656 -22.3325 13.4573 0.6 0.0 0.1
H 12.2810 -24.6766 14.7682 0.3 0.3 0.1
H 11.7501 -24.9226 13.1234 0.0 -0.3 0.0
H 13.2662 -26.7318 13.4432 -0.1 -0.3 0.4
H 14.3568 -25.7377 12.6379 -0.3 0.9 -0.1
H 14.4424 -25.8106 14.3838 -0.1 0.2 0.1
H 12.6218 -21.7556 17.4218 -0.5 0.0 -0.4
H 14.1837 -21.5350 16.7184 0.2 -0.4 0.1
H 13.3479 -19.3119 17.0975 0.2 -0.1 0.2
H 13.6075 -19.6089 15.3800 -0.1 -0.1 0.1
H 11.9843 -19.5049 16.0733 -0.2 -0.3 -0.1
C 9.3966 -15.7471 15.0440 -0.4 0.8 0.1
C 10.2716 -14.8601 14.2026 -1.0 -0.3 -0.2
O 11.4949 -14.6440 14.8663 2.4 -1.2 -1.2
P 12.7616 -15.6009 14.4600 2.1 -0.2 0.0
O 14.0497 -14.8362 14.2241 -2.9 -1.4 0.4
O 12.8381 -16.6557 15.6970 -0.4 0.5 -0.7
C 12.6778 -16.2362 17.0662 0.6 0.0 0.2
C 13.9850 -15.7363 17.6435 -0.7 -0.1 -0.6
O 12.2820 -16.6345 13.2677 -1.8 2.1 2.9
C 13.0894 -17.3399 12.3928 3.0 0.2 -0.9
C 14.3739 -17.8336 13.0781 0.4 -0.9 0.6
H 9.3294 -15.2644 16.0190 -0.2 -0.2 0.2
H 8.4219 -15.6783 14.5611 -0.3 -0.6 0.3
H 9.7594 -16.7676 15.1671 0.0 0.0 -0.2
H 10.3832 -15.3243 13.2227 0.3 0.3 -0.1
H 9.8122 -13.8781 14.0897 0.0 0.0 -0.1
H 11.9201 -15.4533 17.0970 -0.1 -0.2 0.2
H 12.4204 -17.0919 17.6904 -0.7 -0.2 -0.5
H 14.3178 -14.9860 16.9263 0.6 0.3 0.6
H 13.7114 -15.3806 18.6368 0.5 0.4 0.0
H 14.6905 -16.5612 17.7430 0.1 0.2 -0.1
H 12.5935 -18.1630 11.8784 -0.6 0.0 0.6
H 13.3363 -16.6238 11.6089 0.3 -0.1 -0.3
H 14.9742 -17.1122 13.6325 -0.3 0.7 -0.5
H 14.1810 -18.5806 13.8481 -0.6 -0.1 -0.2
H 15.0678 -18.3743 12.4346 -0.2 0.2 -0.5
C 7.7950 -13.9826 24.2872 -0.5 -1.3 -0.2
C 8.9182 -14.5067 23.3888 -0.7 2.8 0.5
O 9.1799 -15.8356 23.6414 -0.1 -2.9 -0.4
P 8.6438 -17.0449 22.6875 0.3 0.1 -0.6
O 9.2251 -18.3636 23.0431 -0.7 1.5 -0.1
O 8.9524 -16.5303 21.1578 -2.2 -0.6 2.2
C 10.1285 -16.8423 20.4653 1.6 0.2 -0.9
C 11.1868 -15.8358 20.8599 0.5 -0.4 0.3
O 7.0219 -16.9298 22.7098 2.5 0.0 -1.2
C 6.1876 -17.5026 23.7049 -0.4 0.5 0.2
C 4.8438 -16.8444 23.3990 -0.3 -0.6 0.8
H 6.8847 -14.4780 23.9494 -0.4 0.3 0.2
H 8.0088 -14.3748 25.2815 -0.1 0.3 0.2
H 7.6770 -12.8995 24.3220 0.1 -0.1 -0.2
H 8.6979 -14.3351 22.3352 0.2 0.1 0.0
H 9.7367 -13.8847 23.7510 0.8 -0.4 -0.7
H 10.4837 -17.8638 20.6015 -0.2 -0.1 0.5
H 9.9378 -16.7669 19.3947 -0.4 0.1 0.0
H 12.1478 -16.0604 20.3973 -0.1 0.1 -0.2
H 10.8794 -14.8146 20.6345 0.0 0.0 0.0
H 11.3687 -15.9476 21.9288 0.0 0.3 0.1
H 6.1931 -18.5925 23.6995 -0.1 -0.1 -0.5
H 6.5883 -17.2401 24.6840 -0.2 0.3 0.2
H 4.1310 -17.0664 24.1931 0.0 0.2 0.2
H 5.0015 -15.7679 23.3331 -0.2 -0.1 0.0
H 4.3554 -17.2097 22.4957 0.5 0.0 -0.2
C 7.9625 -13.7819 19.4127 -1.1 -0.8 -0.7
C 8.2330 -12.7215 18.3145 0.9 -0.5 1.5
O 7.1697 -11.7799 18.2433 0.0 0.4 -0.5
P 6.2660 -11.5967 16.9308 -1.8 -0.8 2.0
O 5.5112 -12.8092 16.5713 0.4 0.7 -0.1
O 5.3827 -10.3474 17.4808 0.7 -0.4 -0.5
C 3.9632 -10.4019 17.7373 -0.8 -0.1 -0.9
C 3.1748 -9.9323 16.4918 0.3 -0.3 0.1
O 7.2007 -11.0929 15.7876 -0.8 -0.9 -0.4
C 7.7751 -9.8175 15.7756 0.5 1.1 0.0
C 6.7863 -8.7303 15.4005 -0.4 0.9 0.2
H 7.4364 -14.6440 19.0028 0.2 -0.2 -0.4
H 8.8190 -14.1954 19.9452 0.3 0.4 -0.3
H 7.2231 -13.4976 20.1614 0.3 0.8 0.1
H 9.1291 -12.2110 18.6673 -0.1 0.5 -0.2
H 8.5078 -13.1345 17.3440 -0.4 -0.2 0.0
H 3.7020 -11.4156 18.0410 -0.1 -0.1 -0.3
H 3.6799 -9.7573 18.5694 0.7 0.1 0.1
H 3.4561 -10.5408 15.6323 0.0 0.0 0.0
H 2.0926 -10.0016 16.6012 0.0 -0.3 0.3
H 3.3447 -8.8822 16.2540 0.4 0.0 0.1
H 8.2089 -9.6704 16.7647 0.2 0.5 0.0
H 8.5798 -9.8689 15.0421 0.0 0.0 0.1
H 7.2734 -7.8016 15.1030 0.4 -0.2 -0.2
H 6.1104 -8.9916 14.5862 0.2 -0.4 -0.1
H 6.1416 -8.4050 16.2170 0.1 -0.4 0.2
C 4.8078 -16.1765 19.7211 -0.6 -0.6 -0.5
C 3.5569 -17.0605 19.6943 -0.6 2.3 0.8
O 3.8770 -18.3756 19.4576 0.6 -2.4 -0.3
P 2.8803 -19.5139 19.9556 -1.2 -0.8 -2.5
O 1.4548 -19.3163 19.5516 1.8 -0.4 0.7
O 3.5755 -20.8530 19.3070 -0.2 1.3 2.0
C 3.2180 -21.3773 18.0428 -1.1 0.1 -0.8
C 3.9434 -20.6342 16.9225 0.5 0.0 0.6
O 3.2044 -19.5684 21.4792 0.5 0.2 0.1
C 2.6176 -20.4516 22.4358 -0.1 0.0 0.7
C 3.7171 -21.0816 23.2604 0.2 -0.6 -0.2
H 4.4818 -15.1395 19.8015 0.2 0.0 0.2
H 5.4786 -16.4833 20.5235 0.0 0.2 0.1
H 5.3352 -16.2848 18.7734 0.0 0.1 0.0
H 3.0348 -16.9964 20.6489 0.0 0.2 0.3
H 2.8104 -16.7175 18.9779 0.2 0.1 -0.4
H 3.4381 -22.4448 18.0564 0.4 0.1 0.1
H 2.1337 -21.3408 17.9380 -0.1 0.3 -0.1
H 4.8580 -21.1924 16.7227 0.0 0.2 -0.5
H 3.3710 -20.4097 16.0225 -0.1 -0.5 0.1
H 4.2563 -19.6677 17.3177 0.0 0.1 0.0
H 1.9833 -19.8658 23.1011 -0.2 0.1 -0.3
H 2.0007 -21.1907 21.9248 0.0 -0.1 0.0
H 4.3823 -21.6314 22.5946 0.2 0.0 0.1
H 4.3134 -20.3861 23.8511 -0.1 0.3 -0.2
H 3.3119 -21.8079 23.9650 -0.2 0.0 0.0
C 10.2336 -20.6952 13.3259 -0.8 -0.3 -0.7
C 9.6020 -22.0501 13.5954 0.9 0.7 1.3
O 8.7108 -22.4079 12.5732 -0.8 -1.9 -1.2
P 8.2107 -23.9532 12.3853 0.1 1.4 -0.2
O 9.2660 -24.9716 12.1662 -1.0 0.8 0.2
O 7.3445 -24.1209 13.7351 1.6 2.0 -1.2
C 6.6106 -25.2696 14.0017 -0.7 -0.9 0.1
C 7.2618 -26.1072 15.0816 0.5 -0.6 1.3
O 7.1085 -23.7766 11.1842 1.5 0.4 1.7
C 7.4931 -23.1816 9.9231 -1.7 -1.3 -1.7
C 7.9186 -24.3232 8.9512 1.2 0.9 0.5
H 10.7154 -20.7028 12.3482 0.5 -0.2 0.2
H 9.4443 -19.9541 13.1998 0.0 0.3 0.5
H 10.9275 -20.4879 14.1405 0.0 0.3 -0.2
H 10.4322 -22.7359 13.7647 -0.1 -0.6 -0.4
H 9.0519 -22.0093 14.5355 -0.1 0.0 0.1
H 5.6511 -24.9152 14.3784 -0.2 -0.2 -0.3
H 6.4844 -25.7287 13.0212 -0.4 -0.9 0.4
H 7.0651 -27.1792 15.0962 0.0 -0.1 -0.8
H 8.3347 -25.9550 15.1991 0.2 -0.1 -0.8
H 6.9419 -25.8782 16.0981 -0.5 0.7 0.0
H 6.5738 -22.7721 9.5043 -0.4 -0.1 0.3
H 8.1140 -22.2861 9.9492 0.7 -0.6 0.6
H 7.2878 -25.2078 8.8636 -0.4 0.4 0.6
H 8.0388 -23.9548 7.9324 0.1 0.3 0.0
H 8.8961 -24.6542 9.3021 0.1 -0.3 -0.2
C 5.5947 -24.3937 19.1294 -1.0 -0.9 0.3
C 5.0326 -24.0865 20.5110 1.8 2.6 -0.5
O 4.3949 -25.1206 21.1718 -1.0 -2.1 1.6
P 4.8577 -25.7259 22.5844 -0.2 -0.7 0.5
O 6.3062 -26.1178 22.6547 -2.3 0.5 0.1
O 3.7999 -26.9802 22.8116 3.2 1.3 -0.8
C 2.4881 -26.7120 23.1628 -2.8 -0.1 -0.6
C 1.4948 -27.6618 22.4361 -0.3 -0.4 0.0
O 4.3428 -24.6340 23.7056 0.9 -1.0 -0.1
C 4.6624 -24.9954 25.1021 -0.5 -0.5 0.9
C 3.8600 -24.2422 26.1815 -0.2 0.7 -1.2
H 6.2457 -23.6216 18.7194 0.1 0.1 0.5
H 6.1117 -25.3484 19.2267 0.2 0.0 -0.5
H 4.7509 -24.4644 18.4430 0.1 -0.4 -0.2
H 5.8799 -23.7650 21.1166 0.1 0.3 0.2
H 4.3484 -23.2431 20.4182 -0.2 0.0 0.2
H 2.3281 -26.7906 24.2381 0.3 0.0 0.1
H 2.1697 -25.7190 22.8453 0.3 0.2 0.2
H 0.8043 -27.1479 21.7674 0.2 0.3 0.0
H 1.9519 -28.4447 21.8310 0.5 0.2 0.1
H 0.8340 -28.1969 23.1180 0.2 0.1 0.3
H 4.3880 -26.0304 25.3058 0.1 -0.4 -0.6
H 5.7308 -24.9261 25.3066 0.0 0.3 -0.4
H 4.1672 -24.5382 27.1845 0.3 0.0 -0.2
H 3.9610 -23.1632 26.0655 0.2 0.1 0.2
H 2.7888 -24.4315 26.1113 0.0 -0.2 -0.2
N 15.0379 -18.9063 19.6300 -1.9 1.0 1.0
C 15.7236 -18.2130 20.5856 1.0 -0.8 0.6
C 14.9192 -17.9700 21.7047 2.0 0.3 -1.5
C 13.6539 -18.3730 21.3184 -1.6 -0.9 -0.6
C 13.6968 -18.9493 20.0580 0.9 0.3 -0.3
H 15.4020 -19.1267 18.7141 -0.3 0.0 0.2
H 16.7844 -18.1451 20.3948 0.1 0.4 0.5
H 15.2668 -17.5667 22.6443 -0.2 0.1 -0.2
H 12.7615 -18.2702 21.9179 -0.1 -0.1 -0.1
H 12.9140 -19.2643 19.3839 0.0 -0.3 0.3
N 8.8938 -24.7116 22.4184 0.7 0.8 -0.8
C 10.0769 -24.6845 23.1161 0.9 0.3 -1.8
C 10.9940 -23.9931 22.2890 0.3 0.0 2.1
C 10.3406 -23.4799 21.1828 -2.3 -0.6 -0.6
C 9.0329 -23.9744 21.2408 0.4 -0.1 0.8
H 8.1376 -25.3524 22.6127 -0.4 0.2 0.0
H 10.1857 -25.2131 24.0516 0.1 0.1 -0.2
H 12.0116 -23.6828 22.4753 0.0 -0.4 0.5
H 10.7168 -22.7740 20.4571 0.1 -0.1 0.0
H 8.2043 -23.8212 20.5652 0.0 -0.2 0.1
N 10.1488 -27.4500 18.6056 -1.4 0.3 1.2
C 9.2313 -28.2414 18.0081 -1.1 -0.9 -0.2
C 8.0740 -28.2918 18.7942 0.8 0.4 -0.4
C 8.2588 -27.4423 19.9675 2.0 -0.8 -2.2
C 9.5545 -26.9736 19.7592 1.0 0.9 0.7
H 11.0721 -27.1982 18.2826 -0.4 -0.2 0.1
H 9.5061 -28.7659 17.1048 -0.4 0.0 0.0
H 7.2199 -28.8746 18.4824 -0.1 0.1 0.3
H 7.6194 -27.3002 20.8261 0.0 0.1 -0.2
H 10.2265 -26.3097 20.2826 -0.5 0.2 0.7
N 13.7411 -25.2273 18.3618 -0.4 0.7 0.3
C 13.2421 -24.3494 19.3132 1.2 0.5 -0.2
C 14.1868 -23.3485 19.4764 -0.9 -0.5 0.6
C 15.2696 -23.5988 18.6057 -0.2 -0.6 -0.6
C 14.9491 -24.7438 17.9036 0.0 -0.2 0.2
H 13.2367 -26.0367 18.0292 0.4 0.3 -0.1
H 12.3240 -24.4338 19.8756 0.0 -0.5 -0.3
H 14.0629 -22.6210 20.2650 0.2 0.3 -0.3
H 16.1802 -23.0402 18.4472 -0.2 0.0 0.2
H 15.5124 -25.2637 17.1428 -0.1 0.0 0.0


22
Properties=species:S:1:pos:R:3:forces:R:3 method="wB97M-V/def2-TZVPD" de_lowest_kj_mol=9.24 total_charge=+1 max_force_ev_per_a=5.66
C 0.9309 -2.5010 -1.3185 -0.4 1.8 -0.2
C 0.2206 -1.0756 0.2144 -0.8 1.6 -1.4
C 1.2253 -0.5500 -0.5816 1.6 1.0 0.9
C 1.0012 1.4717 0.5127 0.8 1.4 0.0
C -0.4181 -0.2122 1.1838 -0.3 -1.4 -1.1
N 1.7236 -1.4545 -1.4260 0.4 -0.2 -0.5
N -0.1403 -2.2095 -0.5345 0.6 -0.9 2.0
N 1.7289 0.7624 -0.4033 -2.2 -1.1 1.1
N 0.0116 1.0200 1.2764 1.1 0.9 0.0
N 1.3483 2.7965 0.6923 -4.4 -3.3 1.4
N -1.4266 -0.6053 1.9611 -1.2 -2.4 -0.1
N -1.9452 0.7914 -1.0821 -1.9 -0.4 3.1
H 1.1690 -3.4039 -1.8106 -0.5 -0.9 -0.5
H -0.9151 -2.7943 -0.2772 0.2 -0.6 -0.1
H 2.4503 1.2319 -0.9391 -0.1 -0.6 -0.2
H -2.8001 1.3523 -1.0443 0.4 -0.4 -0.1
H 2.1826 3.0806 0.3934 4.0 1.5 -1.4
H 1.0574 3.0523 1.6158 0.0 0.8 0.2
H -1.8524 -1.5958 1.9291 1.2 2.5 0.0
H -1.9322 0.0725 2.5125 0.2 0.1 0.0
H -1.4620 0.9666 -1.8801 1.5 0.5 -2.9
H -2.1575 -0.1961 -0.9942 -0.2 0.3 -0.3


62
Properties=species:S:1:pos:R:3:forces:R:3 method="wB97M-V/def2-TZVPD" total_energy_ev=-54025.6303 total_charge=0 max_force_ev_per_a=2.16
C -7.7417 -1.9886 -0.7408 0.0 0.0 0.3
O -6.5878 -1.3450 -1.2273 -0.1 0.1 -0.1
C -6.1090 -1.8401 -2.4636 0.1 0.1 -0.2
C -5.6585 -0.6848 -3.3426 0.1 -0.1 -0.5
C -4.2910 -0.1203 -2.9700 0.0 0.0 0.5
C -3.1216 -1.0655 -3.2953 0.0 0.6 -0.1
C -1.9352 -0.9081 -2.3405 0.3 -0.4 -0.2
C -0.9906 0.2580 -2.7245 -0.6 -0.1 0.5
C -0.8544 1.3481 -1.6357 0.1 0.0 -0.4
C 0.4878 1.3456 -0.9004 -0.5 -0.1 0.3
C 0.6020 0.1621 0.0508 0.5 0.3 -0.2
F 0.4131 -1.0328 -0.5605 0.0 -0.1 0.0
N 1.9520 0.1261 0.6805 -1.1 0.0 0.8
C 2.2008 1.3085 1.2851 0.5 0.0 -0.2
N 2.4433 1.4344 2.5453 -0.4 0.3 0.0
N 2.1521 2.4630 0.4868 0.0 0.4 0.2
C 0.7542 2.5998 -0.0204 0.4 -0.9 -1.1
P 0.7291 4.2132 -0.8682 0.5 1.4 1.5
O 1.1993 5.2746 0.0358 -0.1 -0.1 -0.1
O 1.6997 4.0873 -2.1303 -0.2 -0.5 0.0
O -0.7491 4.4682 -1.3686 0.0 -0.4 -0.4
H -8.2257 -1.3106 -0.0385 0.0 0.0 0.0
H -7.5017 -2.9107 -0.1999 0.0 -0.1 -0.1
H -8.4521 -2.2137 -1.5418 0.0 0.0 0.0
H -6.8881 -2.4009 -2.9906 -0.1 0.0 0.1
H -5.2748 -2.5321 -2.2968 -0.1 -0.1 0.1
H -6.4304 0.0869 -3.3358 0.0 0.0 0.1
H -5.6201 -1.0530 -4.3750 0.1 0.0 0.0
H -4.2823 0.0734 -1.8915 -0.1 0.0 0.0
H -4.1328 0.8505 -3.4458 0.0 0.0 -0.1
H -2.7659 -0.8051 -4.2973 0.0 -0.3 -0.1
H -3.4572 -2.1020 -3.3292 0.0 0.0 0.1
H -2.2836 -0.7887 -1.3115 -0.1 0.0 0.0
H -1.3733 -1.8438 -2.3520 0.1 0.0 0.1
H -0.0086 -0.1423 -2.9735 0.0 0.1 -0.2
H -1.4216 0.7239 -3.6109 0.3 0.1 -0.1
H -0.9618 2.3069 -2.1393 0.0 0.1 0.2
H -1.6819 1.2674 -0.9256 0.0 0.1 0.0
H 1.2986 1.2620 -1.6304 0.0 0.1 0.0
H -0.1278 0.2788 0.8619 -0.2 -0.3 -0.1
H 2.0269 -0.6596 1.3312 0.3 -0.1 -0.2
H 2.8907 2.2843 2.8604 -0.2 0.1 0.1
H 2.2466 0.7125 3.2518 1.2 -0.4 0.2
H 2.7571 2.3265 -0.3186 0.0 -0.1 0.0
H 0.0733 2.6249 0.8323 -0.1 0.3 0.0
H 2.5445 4.4626 -1.8330 0.0 0.1 -0.3
H -0.9597 5.4050 -1.2327 0.0 0.0 0.0
C 6.7539 -2.6277 4.7030 -0.2 -0.1 0.0
C 6.4925 -1.1270 4.6958 0.3 0.2 0.3
O 5.9168 -0.6129 3.5090 -0.1 -0.5 -0.3
C 4.4915 -0.7275 3.3515 -0.2 0.6 0.0
O 3.7566 -0.3007 4.3450 -0.6 0.1 -0.3
C 4.0805 -2.1570 2.8895 0.5 -0.2 0.1
F 4.9427 -2.7138 2.0179 -0.1 0.1 -0.1
F 2.8797 -2.0784 2.2045 -0.1 0.0 0.1
F 3.8832 -3.0476 3.8597 -0.2 0.0 0.0
H 7.1394 -2.9558 3.7369 0.1 0.0 0.0
H 7.4857 -2.8683 5.4768 0.0 0.0 0.0
H 5.8554 -3.1995 4.9225 0.0 0.0 0.0
H 7.4586 -0.6202 4.7660 0.0 0.1 0.0
H 5.9131 -0.8192 5.5705 -0.1 -0.1 -0.1
H 4.3672 -0.1510 2.3882 0.1 -0.1 0.0